(1)
Below is a 2-piece molecular cluster, C6H12O overall at a distorted geometry, with properties calculated with ωB97M-V/def2-TZVPD.

Output
**Strongest force on any atom**: 1.8 eV/Å
**Energy**: -8461.90747 eV
**SMILES string**: C=CC(=C)CC.O
**Relative energy (zero: lowest compared OMol25 entry of this formula, charge and spin)**: 56.42 kcal per mole
**HOMO-LUMO gap**: 9.2 eV

Element x y z (Å)
C  0.34484  -1.80403  -1.04931
C  0.74063  -0.88451  0.11529
C  0.94205  0.55091  -0.33799
C  2.14030  1.03281  -0.65011
C  -0.31372  2.72778  -0.42439
C  -0.25212  1.41494  -0.13707
H  -0.72088  -1.85432  -1.26428
H  0.61192  -2.81349  -0.74487
H  0.92475  -1.46176  -1.90046
H  1.71750  -1.19074  0.50048
H  0.10927  -0.86283  1.00144
H  2.27348  2.08574  -0.85188
H  3.01728  0.42272  -0.47605
H  -1.20084  3.32472  -0.29095
H  0.67344  3.17646  -0.35794
H  -0.98803  0.99367  0.54735
H  -2.78613  -1.87586  2.83803
H  -3.05162  -1.32310  1.47784
O  -2.74086  -2.12627  1.90947

---

(2)
Below is C6H10N5 as an isolated structure at a distorted geometry, with properties calculated with ωB97M-V/def2-TZVPD.

Output
**Strongest force on any atom**: 6.1 eV/Å
**Energy**: -13824.08525 eV
**Relative energy (zero: lowest compared OMol25 entry of this formula, charge and spin)**: 90.82 kcal per mole
**HOMO-LUMO gap (spin up / spin down)**: 7.6 / 7.6 eV
**Charge**: +1

Element x y z (Å)
C  -0.10571  2.23468  0.23223
C  -0.35402  1.70386  -0.96375
C  0.63079  0.17788  1.19285
C  -0.57306  -0.47352  -2.07243
C  0.42836  -0.36662  -0.02902
C  0.39010  -2.18257  -0.81732
N  0.33524  1.55880  1.35287
N  -0.09124  0.32123  -1.12189
N  -0.47345  -1.83109  -1.83070
N  -0.18854  -2.94667  0.17118
N  0.63110  2.29773  2.56866
H  -0.44772  3.28004  0.30139
H  -0.96440  2.28696  -1.69047
H  1.07112  -0.21994  2.09779
H  -1.02954  -0.11718  -2.96100
H  1.29885  -2.47098  -1.19641
H  -0.98805  -2.46769  -2.52859
H  -1.07699  -2.74221  0.66178
H  0.38968  -3.50896  0.70215
H  1.01481  3.26156  2.49347
H  0.10266  2.20468  3.43721